Here is 2 unconnected molecules or ions with the total composition C5H6BrNO2 at a distorted geometry from the OMol25 dataset. Energies are from the ωB97M-V functional and the def2-TZVPD basis.

Geometry as XYZ:
```
15
Properties=species:S:1:pos:R:3:forces:R:3
C 0.92946 1.90424 0.10517 0.617 -0.777 -0.482
C -0.65904 -0.82385 -0.17947 2.256 3.692 -1.136
C 1.16770 0.59605 -0.45828 -4.354 0.119 0.823
C 0.61477 2.89288 1.13436 -1.763 -1.505 1.631
C -1.14124 -3.02846 -0.54191 1.824 -1.777 -0.389
N 0.73525 1.87425 -1.14445 0.598 -1.335 0.143
O -1.76433 -0.37847 -0.06500 1.030 -1.095 0.208
O -0.15382 -1.97916 -0.50429 -0.281 0.302 0.206
Br 2.58918 -0.52139 -0.81196 0.921 0.062 -0.129
H 1.34030 3.21338 1.84093 1.231 -0.091 0.226
H -0.18107 2.40285 1.82805 0.952 0.903 -1.344
H 0.24077 3.75217 0.63244 -0.622 0.709 -0.292
H -1.33368 -3.19712 0.57138 -1.023 -0.170 -2.035
H -0.58210 -3.89824 -1.01327 -0.410 0.737 1.211
H -1.80216 -2.80915 -1.39372 -0.975 0.228 1.359
```
Forces are in eV/Å.

Results
Energy relative to the best compared isomer or geometry (same formula, charge and spin), kJ/mol: 321.9
Kohn-Sham gap (alpha / beta), hartree: 0.318 / 0.318
Total charge: 0
Energy, Eh: -2973.1885
HOMO (alpha / beta), eV: -8.10 / -8.10

Here is 3 unconnected molecules or ions with the total composition C22H41NO13S2 at a distorted geometry from the OMol25 dataset. Energies are from the ωB97M-V functional and the def2-TZVPD basis.

Geometry as XYZ:
```
79
Properties=species:S:1:pos:R:3:forces:R:3
C -4.62660 2.73970 3.74209 -0.762 -0.191 0.110
O -3.47547 2.05714 4.42059 -0.932 -0.225 -2.539
C -3.04880 0.98953 3.49146 0.308 -0.688 -0.412
C -1.70452 0.19196 3.98647 -0.009 0.484 0.223
C -1.34783 -1.14973 3.05521 -0.575 0.226 1.300
C -1.55409 -0.88622 1.44183 -0.995 0.306 0.984
C -1.05340 -2.11412 0.47768 1.495 1.299 -0.210
C -1.00264 -1.53368 -1.06454 0.183 0.135 -0.434
C -2.42534 -0.93656 -1.61800 0.031 -0.519 -1.132
C -2.17616 0.46571 -2.48768 -0.379 -2.682 -0.100
S -2.19858 2.01362 -1.41768 -4.759 6.180 -1.822
O -2.23706 3.25372 -2.39118 1.307 -4.920 2.995
O -3.51707 2.08617 -0.59965 5.004 -1.508 -1.551
O -0.80081 2.22486 -0.45206 -2.578 -0.966 0.114
C 0.39823 -2.76448 0.87421 0.915 -1.018 0.112
C 1.70001 -1.83328 0.52047 0.615 0.109 0.704
C 1.93869 -0.55791 1.52169 1.448 0.583 -0.587
N 2.29680 -0.95744 2.96232 -0.446 2.315 -0.308
C 0.66286 -4.22427 0.10196 0.452 0.352 0.795
C -0.52419 -5.32369 0.36261 1.781 -1.919 -1.310
O -1.54677 -4.92237 1.34055 0.345 2.575 -2.309
S -2.32013 -3.53028 0.67171 -7.065 -1.749 -0.720
O -2.95130 -3.96968 -0.67167 3.275 1.533 3.634
O -3.48265 -3.18073 1.63203 4.810 -0.791 -2.364
H -5.04747 3.62782 4.40634 1.299 -1.941 -1.324
H -4.33482 3.11798 2.66086 -0.450 -0.676 2.240
H -5.50949 1.95958 3.62111 1.757 1.512 0.181
H -3.95232 0.22958 3.37832 1.853 1.395 0.072
H -2.80534 1.46149 2.43054 -0.686 -0.872 1.989
H -1.86182 -0.12769 5.12560 0.444 0.604 -2.570
H -0.78009 0.94152 3.94615 -1.976 -1.472 0.121
H -0.26302 -1.46113 3.36522 -1.962 0.607 -0.895
H -2.06415 -2.00363 3.48219 1.495 1.757 -1.450
H -1.05526 0.14880 1.11723 -0.730 -2.553 0.590
H -2.72486 -0.70669 1.29355 2.603 -0.577 0.195
H -0.55797 -2.34338 -1.82044 -1.192 1.685 1.744
H -0.22576 -0.62831 -1.10606 -1.605 -2.040 0.548
H -3.26856 -0.82658 -0.81421 1.774 -0.030 -1.490
H -2.84012 -1.71489 -2.42249 0.834 1.769 1.817
H -1.20150 0.33425 -3.12177 -1.647 0.696 1.527
H -3.08656 0.50687 -3.25849 1.970 0.772 2.093
H -1.14189 2.28182 0.49840 0.388 -0.094 -1.614
H 0.45316 -3.03532 2.03539 -0.294 0.847 -2.540
H 1.74201 -1.42761 -0.57631 -0.378 -0.920 1.980
H 2.65565 -2.53770 0.64510 -2.088 1.538 -0.172
H 1.08356 0.24079 1.52793 1.414 -1.725 -0.245
H 2.90927 0.00742 1.11758 -2.165 -1.092 0.402
H 1.68301 -0.30958 3.54249 1.067 -1.300 -0.635
H 3.27318 -0.57835 3.15291 -1.821 -0.936 -0.294
H 1.65393 -4.66906 0.59607 -2.133 1.125 -1.184
H 0.87823 -4.05057 -1.04394 -0.605 -0.421 2.295
H -0.97023 -5.66937 -0.68678 0.488 0.994 2.466
H -0.00624 -6.30416 0.80343 -1.370 2.255 -0.697
C -1.76435 3.64696 -7.42340 0.449 0.200 -0.077
C -1.61957 2.18613 -7.04401 -0.580 1.163 -0.762
C -2.66403 1.72960 -6.07233 -1.042 0.201 -0.220
O -2.01984 0.65241 -5.41825 1.223 -0.215 0.056
C -0.68181 0.93448 -5.45292 1.492 -0.620 0.705
O 0.16163 0.35411 -4.79304 -1.693 1.067 -1.207
O -0.41993 1.95924 -6.32350 0.115 -1.208 1.038
H -1.61804 4.29684 -6.55413 -0.134 -0.213 -0.023
H -1.00282 3.92817 -8.15700 -0.166 -0.065 0.021
H -2.75148 3.84566 -7.85200 0.124 -0.111 0.046
H -1.60129 1.55987 -7.94369 -0.054 -0.039 0.117
H -3.57895 1.39574 -6.56956 0.188 -0.144 0.169
H -2.91984 2.48568 -5.32137 0.116 0.077 -0.124
C 7.74087 2.21446 1.74191 0.302 -0.232 -0.290
C 6.46567 1.40845 1.89399 0.835 1.155 -0.308
C 5.79775 1.61787 3.21819 -0.317 0.934 0.297
O 5.07973 0.41039 3.39021 0.288 -0.834 -0.272
C 5.78831 -0.54965 2.72140 0.013 -2.699 0.016
O 5.60247 -1.74797 2.83621 0.334 2.785 -0.280
O 6.73672 0.01706 1.91147 -0.834 -0.777 0.677
H 8.49559 1.90033 2.47067 -0.233 0.041 0.020
H 8.17672 2.05607 0.75088 -0.109 0.099 0.106
H 7.54754 3.28385 1.87085 -0.051 -0.155 -0.035
H 5.78481 1.61333 1.05948 -0.048 -0.004 0.126
H 5.12275 2.47820 3.21354 -0.033 -0.268 0.067
H 6.50366 1.72083 4.05012 0.066 0.029 -0.188
```
Forces are in eV/Å.

Results
Kohn-Sham gap, hartree: 0.354
SMILES string: COCCCC[C@@]1(CCCS(=O)(=O)O)[C@H](CCN)CCOS1(=O)=O.C[C@@H]1COC(=O)O1.C[C@@H]1COC(=O)O1
Total charge: 0
Energy, Eh: -2691.7927
HOMO, eV: -9.63

Here is a gas-phase ion, C5H3Cl2N2 (charge +1) at a distorted geometry from the OMol25 dataset. Energies are from the ωB97M-V functional and the def2-TZVPD basis.

Geometry as XYZ:
```
12
Properties=species:S:1:pos:R:3:forces:R:3
C -0.78896 1.41037 0.03019 3.796 0.979 1.198
C -0.03853 0.08367 -0.07843 0.885 0.328 0.892
C -0.55865 -1.04629 -0.75374 -1.106 -0.521 -0.189
Cl -2.04338 -0.91044 -1.70580 1.921 -0.393 1.163
N -0.00167 -2.33097 -0.60133 0.994 1.195 0.036
C 1.06650 -2.12433 0.02047 -2.013 0.941 -0.573
N 1.80611 -1.39311 0.64532 -0.574 0.999 0.209
C 1.17262 -0.08996 0.68953 0.416 -1.446 -1.187
Cl 2.10080 1.07073 1.50220 -0.935 -0.421 -0.424
H -0.03285 2.31678 0.01932 -1.277 -1.931 0.326
H -1.27561 1.37460 0.99393 -0.442 0.343 0.133
H -1.40637 1.63895 -0.76166 -1.666 -0.073 -1.584
```
Forces are in eV/Å.

Results
Energy relative to the best compared isomer or geometry (same formula, charge and spin), kJ/mol: 17.0
Kohn-Sham gap, hartree: 0.315
SMILES string: CC1=C(Cl)N=C=[N+]=C1Cl
Total charge: +1
Energy, Eh: -1221.8448
HOMO, eV: -15.33

Here is a molecular structure, C7H10N10O2Pd from the OMol25 dataset. Energies are from the ωB97M-V functional and the def2-TZVPD basis.

Geometry as XYZ:
```
30
Properties=species:S:1:pos:R:3:forces:R:3
Pd -0.11226 -0.10329 -0.11594 -0.158 -0.383 0.186
N -0.54163 3.94496 -2.16061 -0.064 -0.020 -0.005
C 0.31930 3.19194 -1.45770 -0.002 -0.053 0.038
N -0.30850 2.15960 -0.94649 0.086 0.244 -0.111
C -1.58380 2.32901 -1.38510 -0.068 -0.043 0.007
N -1.77239 3.40281 -2.12636 0.026 0.024 -0.014
C -2.64533 1.36765 -1.06588 -0.016 0.018 -0.007
C -3.97686 1.63685 -1.36461 -0.004 -0.017 0.012
N -4.95227 0.78076 -1.09455 -0.003 -0.006 0.006
C -4.57520 -0.35703 -0.51303 0.008 0.008 -0.001
C -3.25531 -0.63583 -0.20861 0.029 -0.063 0.038
N -2.26755 0.22164 -0.48347 0.191 0.153 -0.056
H -0.37530 4.78828 -2.68132 -0.003 -0.004 -0.001
H 1.36528 3.42417 -1.35191 0.020 0.006 0.008
H -4.24386 2.57436 -1.83570 0.003 0.009 -0.005
H -5.35177 -1.07641 -0.28307 -0.007 -0.004 0.001
H -2.96905 -1.56816 0.25752 -0.004 0.007 -0.009
N 1.22220 -0.64783 2.03257 -0.007 0.041 -0.073
N 2.09734 -1.68948 1.80229 0.006 -0.016 -0.019
C 2.27634 -2.22071 0.55986 -0.065 0.096 0.114
N 3.09706 -3.27809 0.51604 -0.019 0.011 -0.053
N 1.62810 -1.63870 -0.43444 0.065 -0.092 -0.046
N 1.81867 -2.13187 -1.70897 -0.038 0.250 -0.067
O 2.66365 -3.00669 -1.95163 -0.050 -0.032 -0.049
O 1.13624 -1.62328 -2.56289 0.066 -0.117 0.079
H 1.68557 0.20050 2.31881 0.014 -0.026 0.027
H 0.44946 -0.90706 2.62571 -0.006 0.010 -0.027
H 2.58788 -2.11665 2.57193 -0.018 0.012 -0.003
H 3.48734 -3.65979 1.35710 0.004 0.000 0.010
H 3.30088 -3.65241 -0.39993 0.013 -0.013 0.021
```
Forces are in eV/Å.

Results
Energy relative to the best compared isomer or geometry (same formula, charge and spin), kJ/mol: 0.0
Kohn-Sham gap, hartree: 0.218
Total charge: 0
Energy, Eh: -1098.5058
HOMO, eV: -5.52

> What is the energy in the fourth record?

-1098.5058 Eh

> Which of these has the lowest energy?

C5H6BrNO2

> The lowest energy belongs to which entry?

C5H6BrNO2